[1]
15
Properties=species:S:1:pos:R:3 method="wB97M-V/def2-TZVPD" s2=3.774 charge=+1 spin_multiplicity=4 homo_energy_ha="-0.4269 / -0.5603" e_above_lowest_ev=0.000 lumo_energy_ev="-4.2 / -7.2" orbital_gap_ev="7.43 / 8.02"
Co 0.7435 -1.3656 0.3714
O -3.4909 2.2300 -2.2669
O 0.3626 2.1113 -0.2423
O 2.4565 -3.3380 1.7833
O -0.8218 -2.3824 -1.8682
O -0.7971 0.4150 2.0944
O 2.7676 0.2920 -0.8749
C -2.7087 1.5462 -1.7744
C 1.9305 -0.3355 -0.3833
C -0.2046 -1.9623 -0.9831
C -0.1783 -0.2681 1.3937
C 1.7946 -2.5678 1.2325
H -1.4613 0.4997 -1.0014
H -0.0140 2.4852 0.5741
H 1.2617 2.4834 -0.3037

[2]
15
Properties=species:S:1:pos:R:3 method="wB97M-V/def2-TZVPD" s2=3.777 charge=+1 spin_multiplicity=4 homo_energy_ha="-0.4698 / -0.5728" e_above_lowest_ev=1.099 lumo_energy_ev="-4.8 / -7.3" orbital_gap_ev="7.95 / 8.28"
Co 0.3581 0.1695 -0.6487
O -2.0060 -3.4552 0.1114
O 1.2244 -1.2877 -2.8896
O -0.9749 2.1744 -2.2648
O 1.4746 2.8825 0.2853
O 1.7200 -1.1892 1.6028
O -0.7999 0.7890 2.3098
C -0.1647 1.4218 -1.8273
C -1.6226 -2.4694 -0.3172
C 0.9151 -0.7470 -1.9518
C 1.0546 1.8307 0.0082
C 1.1179 -0.6532 0.7778
H -1.2813 -0.6428 -0.7643
H -0.9439 -0.0582 2.8901
H -0.0711 1.2348 2.6782

[3]
15
Properties=species:S:1:pos:R:3 method="wB97M-V/def2-TZVPD" s2=6.024 charge=+2 spin_multiplicity=5 homo_energy_ha="-0.6186 / -0.8113" lumo_energy_ev="-9.4 / -12.0" orbital_gap_ev="7.46 / 10.10"
Cr 0.0000 -0.0931 -0.3688
O 3.0756 -0.0058 -0.2672
O 0.0022 3.2023 -0.2659
O -3.0756 -0.0016 -0.2677
O 0.0003 -0.0060 -3.4303
O -0.0022 -3.1300 -0.2670
N -0.0005 -0.0024 1.7704
C 1.9136 -0.0278 -0.2886
C -0.0014 -1.9647 -0.2832
C 0.0002 -0.0268 -2.2673
C 0.0014 2.0541 -0.2924
C -1.9136 -0.0252 -0.2889
H -0.8246 0.4853 2.1607
H 0.8244 0.4859 2.1610
H 0.0001 -0.9441 2.1950

[4]
11
Properties=species:S:1:pos:R:3 method="wB97M-V/def2-TZVPD" homo_energy_ha="-0.3290 / -0.3389" e_above_lowest_ev=3.405 smiles="C#CC(=C)C(F)(F)F" lumo_energy_ev="-0.4 / -1.0" orbital_gap_ev="8.58 / 8.23"
F 1.7448 -1.3438 0.6308
F 2.0761 0.8362 0.5357
F 1.7973 -0.3283 -1.2948
C -0.8740 -1.4953 -0.0542
C -0.7893 1.1046 -0.1315
C 1.4360 -0.1819 0.0193
C -0.0429 0.0090 0.0635
C -1.1781 2.2321 0.0196
H -1.6584 3.1279 0.2016
H -0.5991 -2.4326 0.3833
H -1.9122 -1.5279 -0.3733

[5]
15
Properties=species:S:1:pos:R:3 method="wB97M-V/def2-TZVPD" charge=-1 homo_energy_ha="-0.1505 / -0.1505" e_above_lowest_ev=2.628 lumo_energy_ev="3.1 / 3.1" orbital_gap_ev="7.21 / 7.22"
S -1.8585 1.1398 -0.4602
F 2.9197 -0.7579 0.7856
F 2.2622 -0.8312 -1.2869
F 2.9943 1.0524 -0.3787
O -2.8019 -2.0935 -0.3054
O -1.0598 -1.7420 1.1160
N 0.5635 1.4467 0.5760
C -1.2794 -0.3734 -0.8389
C 2.2090 -0.0714 -0.1428
C -1.7824 -1.5847 0.1442
C 0.8883 0.2481 0.3816
C -0.6142 1.9928 0.5382
H 0.1318 -0.5651 0.6045
H -1.0353 2.8563 1.1342
H -1.5373 -0.7167 -1.8675

[6]
14
Properties=species:S:1:pos:R:3 method="wB97M-V/def2-TZVPD" homo_energy_ha=-0.3157 e_above_lowest_ev=1.770 smiles="FC(F)(F)Cc1cssc1=S" lumo_energy_ev=-0.8 orbital_gap_ev=7.81
S 2.5155 -1.5006 0.0703
S 2.5514 0.5504 0.3629
S 0.2907 2.3199 -0.1611
F -2.8705 0.9090 0.2757
F -1.9219 -0.7609 1.2676
F -3.3259 -1.1365 -0.1771
C -1.2861 -0.2733 -0.9909
C -2.3704 -0.3361 0.0524
C 0.8882 0.8416 -0.1551
C 0.8232 -1.5313 -0.4950
C 0.2502 -0.3850 -0.5611
H -1.2971 0.5806 -1.5600
H 0.3989 -2.3085 -0.7244
H -1.5887 -1.1860 -1.4665